No. 1
The following is a quantum chemistry calculation of a single C3H4OS molecule at a distorted geometry, from the OMol25 dataset.

Geometry as XYZ:
```
9
Properties=species:S:1:pos:R:3:forces:R:3
S -1.149 -0.940 0.043 -0.7 -0.7 -0.1
H -0.112 2.293 -0.440 0.1 -0.7 0.3
H 3.156 -0.599 0.015 -1.7 0.0 -0.1
O -0.739 1.608 -0.142 -0.2 -0.4 -0.2
C -0.208 0.346 0.024 -1.0 1.8 -0.5
C 1.195 0.358 0.278 2.4 -1.3 0.3
C 2.038 -0.602 -0.175 0.9 2.6 1.1
H 1.472 1.137 0.979 0.5 0.1 -0.1
H 1.628 -1.269 -0.867 -0.3 -1.3 -0.8
```
Positions in Å, forces in eV/Å.

Computed properties:
Gap between HOMO and LUMO = 8.54 eV
Largest force on an atom = 2.95 eV/Å
E_tot = -16057.1338 eV
E_HOMO = -8.793 eV
LUMO = -0.2496 eV
Energy relative to the best compared isomer or geometry (same formula, charge and spin) = 0.976 eV


No. 2
The following is a quantum chemistry calculation of a molecular structure, C16H34BCuNP2 at a distorted geometry, from the OMol25 dataset.

Geometry as XYZ:
```
55
Properties=species:S:1:pos:R:3:forces:R:3
H -1.378 -0.161 2.984 0.5 -0.4 -0.4
H 2.769 0.363 -0.623 -0.1 -0.1 0.0
H 2.819 -1.586 3.092 0.0 0.0 -0.1
H -0.470 2.523 -1.631 -0.3 0.0 0.0
H -3.400 2.796 1.511 -0.2 0.6 -0.3
H -0.008 -0.823 2.000 -0.6 0.0 0.3
C 2.494 -3.409 -1.627 0.0 -0.1 -0.7
H 4.017 0.049 3.089 -0.2 -0.3 -0.2
H 1.623 0.789 -1.871 -0.1 -0.2 0.2
H -3.879 0.622 0.437 -0.2 0.4 -0.1
C 0.191 -2.392 -2.264 -0.5 0.4 -0.4
H 0.380 3.351 1.067 0.1 -0.4 -0.1
C 0.570 2.332 0.691 0.8 0.4 0.1
C -1.084 1.696 -1.975 -0.3 0.1 -0.1
H -1.873 -0.932 -2.624 -0.3 0.1 0.3
H -2.834 2.980 4.685 0.7 -0.2 0.2
H -0.467 1.069 -2.630 -0.3 0.1 0.1
C 1.055 -3.643 -2.045 -0.2 0.1 0.4
H 2.212 -1.002 -3.260 0.4 0.1 0.1
C -2.751 2.488 0.676 -0.1 -0.3 0.0
C 1.840 0.456 3.166 -1.3 0.8 0.4
H -3.318 0.091 -2.457 0.1 -0.2 0.0
H -1.723 -0.983 1.413 0.1 0.3 -0.2
C 2.027 -0.066 -1.303 1.1 0.1 -0.2
C -3.346 1.387 -0.145 0.4 -0.1 -0.2
H -3.132 -1.336 -1.413 0.0 -0.1 0.0
P -0.829 1.344 1.155 1.4 -2.0 -1.2
H -1.003 3.010 4.412 -0.2 0.1 0.4
C -1.921 2.421 4.400 -0.7 -0.4 -0.3
C -1.006 -0.362 1.960 0.8 0.5 0.6
H 4.303 -2.377 -1.734 -0.4 -0.1 0.5
H 2.957 -4.309 -1.176 0.0 0.7 -0.5
H 3.733 -0.398 -2.517 -0.5 -0.1 -0.4
N 0.945 1.125 3.510 1.1 -0.6 -0.4
C 0.117 -1.631 -0.977 -0.2 0.6 0.8
H 0.778 2.350 -0.377 0.0 -0.1 0.2
H -1.803 1.501 4.996 0.0 0.5 0.0
C 3.218 -2.308 -1.870 0.4 -0.8 0.5
Cu -2.039 1.970 2.505 -2.4 2.2 3.7
H -0.751 -1.919 -0.385 0.6 -0.4 0.5
H -2.387 3.333 0.087 0.0 -0.1 0.3
H -0.823 -2.735 -2.541 0.4 0.1 0.1
P -1.825 0.614 -0.694 -0.4 -0.4 -2.6
H 0.577 -4.241 -1.257 0.0 0.1 -0.1
H -1.939 2.095 -2.525 0.2 0.1 -0.3
H 1.135 -0.623 0.608 -0.5 0.4 -0.6
H 1.426 1.928 1.223 0.2 0.1 0.1
H -3.892 1.679 -1.041 -0.4 0.2 0.3
H 3.013 -0.450 1.408 0.0 0.0 0.3
C 0.988 -0.728 -0.476 -0.2 -1.1 -0.4
H 0.970 -4.255 -2.955 0.4 0.0 0.2
C 2.793 -0.945 -2.330 0.2 0.4 -0.4
B 2.992 -0.471 2.641 0.7 0.2 0.1
C -2.598 -0.528 -1.908 0.0 -0.5 -0.7
H 0.535 -1.750 -3.085 0.0 -0.4 0.1
```
Positions in Å, forces in eV/Å.

Computed properties:
Gap between HOMO and LUMO (alpha / beta) = 5.70 / 7.33 eV
Largest force on an atom = 4.92 eV/Å
E_tot = -82518.3533 eV
E_HOMO (alpha / beta) = -6.590 / -8.238 eV
LUMO (alpha / beta) = -0.8928 / -0.9052 eV
Energy relative to the best compared isomer or geometry (same formula, charge and spin) = 2.466 eV
2S+1 = 2